Formula: C38H100N3O37P7
Source: the Open Molecules 2025 dataset
Level of theory: ωB97M-V with the def2-TZVPD basis set

Each line ends with the Löwdin charge.
Element x y z (Å)
H: -5.767 -5.414 27.150  0.0839
H: -0.519 4.436 22.761  0.0688
C: -9.703 6.740 26.106  -0.1140
H: -6.438 -1.421 28.186  0.0676
H: -3.668 1.073 21.608  0.0890
H: -8.527 -1.393 21.789  0.0509
H: -5.559 1.671 31.057  0.0805
O: -7.366 -3.818 21.974  0.0111
H: -4.570 3.122 25.717  0.0774
C: -1.694 2.812 22.226  -0.5559
O: -5.336 -1.428 25.438  -0.2268
H: -10.591 -1.086 23.806  0.0890
O: -7.355 0.154 26.110  -0.2372
C: -0.293 3.404 22.490  0.0052
N: -9.782 0.801 24.122  0.0314
H: -2.738 -4.967 22.281  0.0903
H: -10.559 6.351 26.658  0.0879
H: -9.661 6.263 25.127  0.0841
H: -10.544 1.281 24.580  0.1370
O: 0.553 2.400 26.254  -0.2282
H: 0.105 -0.362 26.603  0.0833
C: -5.718 -1.600 24.089  -0.1080
O: -9.790 -1.016 31.382  0.0760
C: -8.827 1.477 23.482  -0.5664
C: -3.620 -2.027 17.057  -0.1251
H: -9.677 3.275 22.888  0.0846
C: -9.242 -0.950 28.618  -0.1943
H: -8.865 -1.471 20.105  0.0816
C: -2.486 -2.683 29.003  -0.0922
H: 1.847 -1.725 22.033  0.0834
P: -8.313 5.492 27.940  0.4668
H: -11.450 -1.284 28.743  0.0772
H: -1.672 -2.585 25.718  0.0917
H: -8.563 -0.806 27.778  0.0734
H: -3.044 -2.231 24.627  0.0724
P: 0.162 -1.221 24.143  0.5291
H: -10.532 -4.431 30.148  0.0824
H: -4.035 -4.011 22.044  0.0619
H: -6.683 3.077 30.661  0.0751
O: -4.005 -1.779 20.083  -0.2243
O: -6.346 -5.243 23.191  -0.0004
H: -0.702 0.995 32.371  0.0833
H: -2.813 4.319 33.086  0.0747
O: 0.765 0.034 23.551  -0.2470
H: -7.572 -3.900 25.003  0.0661
C: -4.553 3.631 30.808  -0.5043
C: -6.959 -5.102 22.062  -0.5827
C: -9.242 1.413 32.731  -0.0421
O: -3.139 -2.977 17.969  -0.2142
H: -5.276 -6.377 24.533  0.0917
O: 0.032 3.992 28.169  -0.2340
H: -8.539 0.753 33.240  0.1069
O: -0.628 4.658 25.751  -0.2232
C: 0.478 0.662 29.356  -0.1198
H: -2.901 -2.450 28.023  0.0642
H: -4.959 -2.064 23.459  0.0754
H: -0.999 6.663 26.056  0.0911
H: -1.440 -2.909 28.792  0.0942
H: -10.942 -0.051 27.675  0.0696
P: -1.439 -0.843 30.563  0.4135
H: 1.992 2.653 24.800  0.0818
O: -1.891 2.690 26.795  -0.2003
C: -5.299 2.455 25.257  -0.0516
H: -2.399 0.919 27.745  0.0797
C: -2.981 -4.036 21.768  -0.0586
H: -9.837 -0.891 25.442  0.0457
H: -8.969 -1.897 29.083  0.1142
H: -3.526 2.158 27.896  0.0676
C: -8.167 -1.835 20.859  -0.0386
H: -5.256 -4.844 28.760  0.0886
H: -11.249 -5.750 29.491  0.0876
H: 0.544 1.201 30.300  0.0926
P: -0.425 3.491 26.856  0.4744
H: -8.922 3.482 24.484  0.0627
H: 1.069 -1.515 27.444  0.0974
H: -8.940 3.110 28.855  0.0721
C: -8.843 2.975 23.523  0.0023
H: -4.693 -1.886 17.187  0.0884
O: -8.437 6.568 26.717  -0.2210
P: -3.793 -3.097 19.460  0.3880
O: -7.274 -4.600 28.373  -0.2159
H: -5.557 -5.407 17.836  0.0995
H: -6.581 -2.244 23.920  0.0666
H: -5.961 -0.303 29.430  0.0954
H: -8.003 2.082 27.829  0.0627
H: 1.933 -3.404 22.696  0.0863
H: -8.830 -1.113 24.163  0.0596
O: -8.165 -5.418 26.266  -0.2240
O: -9.098 0.159 29.537  0.0101
H: -5.409 3.824 32.608  0.1382
C: -2.449 2.003 27.842  -0.1576
O: 0.885 -1.836 25.456  -0.1834
C: -3.639 4.917 32.700  -0.0817
H: -0.936 1.001 22.787  0.0744
C: -5.707 2.612 30.525  0.0178
H: 0.388 3.452 21.640  0.0803
O: -2.230 0.436 31.104  -0.2021
P: -8.329 -5.642 27.868  0.4075
H: -7.937 3.403 23.096  0.0863
C: -1.532 5.714 26.002  -0.1055
H: -2.062 2.320 28.811  0.0742
H: -7.182 -1.462 20.579  0.0796
H: 0.231 1.462 28.658  0.0555
O: -1.410 -1.011 24.451  -0.2173
H: -6.308 2.700 25.589  0.0721
C: -1.646 1.374 31.980  -0.1209
H: -3.476 -2.347 16.025  0.0861
O: -9.697 -4.921 28.327  -0.2162
H: -10.203 1.155 33.176  0.1011
H: -6.054 5.172 26.582  0.0742
H: -9.088 -3.789 20.832  0.1205
O: -9.333 5.583 29.028  -0.2520
C: 0.993 -0.985 26.494  -0.1764
H: -2.106 5.665 26.928  0.0841
C: -10.251 -5.322 29.586  -0.1019
H: -9.885 7.807 25.983  0.0901
O: 0.151 -2.453 23.050  -0.2367
H: -3.995 5.422 33.598  0.0861
H: -2.982 -3.582 29.369  0.0936
H: 2.340 1.629 26.179  0.0734
C: -8.407 -4.114 25.671  -0.0681
C: -5.585 -0.865 28.575  -0.1085
O: -8.409 4.077 27.142  -0.2488
H: -5.293 2.598 24.176  0.0941
O: -7.903 0.894 22.931  0.0265
H: -3.495 0.829 23.316  0.0636
H: -9.641 -5.942 30.244  0.0917
O: -5.134 0.013 27.612  -0.2257
H: -4.884 -6.593 22.954  0.0937
N: -4.597 4.085 32.067  -0.0003
H: -2.238 1.514 32.885  0.0871
C: 1.305 -2.653 22.217  -0.0902
H: -4.986 4.754 27.895  0.0708
C: -5.686 5.515 27.550  -0.0975
O: -2.644 -1.568 29.855  -0.2071
C: -2.978 0.703 22.365  -0.0622
C: -8.774 2.851 27.810  -0.0837
C: -9.433 0.066 30.841  -0.5820
N: -1.756 1.487 22.453  0.0353
H: -10.735 -1.773 27.216  0.0618
H: -5.761 -0.659 23.540  0.0885
O: -3.690 3.915 29.969  0.0229
O: -4.935 1.054 25.365  -0.2364
C: -2.270 -1.797 25.261  -0.0718
H: -5.163 -5.962 19.511  0.0840
H: -5.693 2.442 29.449  0.0630
H: 1.836 -0.299 26.417  0.0806
C: -8.086 -3.360 20.822  -0.2015
H: -8.727 -3.368 26.399  0.0758
H: -7.668 -3.806 19.920  0.1125
H: -9.134 2.480 32.926  0.1030
O: -8.166 -7.055 28.311  -0.2373
O: -5.036 -4.016 19.296  -0.1999
C: -4.911 -5.274 18.704  -0.1059
C: -10.666 -1.046 28.025  -0.0534
O: -0.703 -1.644 31.543  -0.2152
H: -3.934 -5.572 18.324  0.0926
H: 0.961 -3.101 21.285  0.0888
O: -2.580 3.513 21.790  0.0355
H: 0.219 2.987 23.357  0.0438
H: 2.423 3.451 26.249  0.0998
H: -2.556 -3.163 22.264  0.0716
O: -9.184 1.182 31.373  0.0295
P: -5.855 -0.048 26.137  0.5528
H: -2.898 -0.350 22.093  0.0638
C: -5.917 -4.652 27.915  -0.0763
H: -9.236 -4.111 24.962  0.0915
H: -9.645 2.375 27.360  0.0855
C: -9.784 -0.635 24.384  -0.0703
H: -2.201 5.710 25.142  0.0942
C: 1.889 2.575 25.882  -0.0993
O: -7.060 -5.963 21.189  0.1095
H: -4.724 -1.517 28.719  0.0678
H: -5.589 -3.712 27.470  0.0709
H: -1.438 2.387 31.634  0.0902
H: -6.384 -7.329 23.634  0.1139
H: -3.123 -1.057 17.060  0.0924
O: -0.574 -0.231 29.318  -0.2350
H: 1.462 0.311 29.043  0.0949
H: -2.753 -1.196 26.032  0.0776
C: -5.772 -6.429 23.564  -0.0619
H: -5.175 6.474 27.463  0.0976
O: -2.714 -3.898 20.325  -0.2026
O: -6.786 5.603 28.434  -0.2117
H: -3.242 5.696 32.049  0.0933

SMILES string: COP(=O)(OC)OC.COP(=O)(OC)OC.COP(=O)(OC)OC.COP(=O)(OC)OC.COP(=O)(OC)OC.COP(=O)(OC)OC.COP(=O)(OC)OC.CCOC(=O)OC.CCOC(=O)OC.CNC(C)=O.CNC(C)=O.CNC(C)=O
HOMO-LUMO gap: 8.892 eV
highest occupied orbital energy: -0.319 Eh
energy relative to the best compared isomer or geometry (same formula, charge and spin): 0.397 eV